1.
150
Properties=species:S:1:pos:R:3:mulliken_charge:R:1 method="wB97M-V/def2-TZVPD" fmax_ev_per_a=4.0 charge=0 homo_lumo_gap_ev=10.1 multiplicity=1 homo_ha=-0.3715
C 14.21359 20.61501 18.28256 -0.157
C 13.11444 21.54844 18.12582 -0.319
O 13.48653 22.22887 16.96439 -0.373
C 14.14329 21.35552 16.16121 0.068
O 14.55930 21.44126 15.04536 -0.413
O 14.53291 20.24217 16.88719 0.403
H 14.05363 19.63617 18.80374 -0.024
H 15.10541 21.10055 18.65735 0.279
H 13.16841 22.27364 18.97321 0.317
H 12.14855 21.00069 18.04295 0.166
C 15.22425 10.40176 16.66279 0.027
C 13.72476 10.67747 16.57536 -0.274
O 13.73188 12.10057 16.60496 -0.121
C 14.78647 12.56768 17.22791 0.601
O 15.01062 13.73858 17.60283 -0.483
O 15.67714 11.55999 17.34609 -0.420
H 15.66253 10.42394 15.63555 -0.023
H 15.38918 9.46312 17.22386 0.403
H 13.22857 10.25700 17.46862 0.416
H 13.21264 10.38809 15.66898 0.017
C 17.21553 21.76479 13.34327 0.057
C 16.66514 23.17394 13.51170 -0.351
O 15.82884 23.33798 12.40551 -0.399
C 15.56584 22.13893 11.85445 0.452
O 14.80144 21.99671 10.94234 -0.582
O 16.19725 21.17455 12.49405 0.062
H 17.30382 21.29766 14.33739 -0.091
H 18.26299 21.74356 12.88606 0.380
H 17.51019 23.83018 13.49482 0.389
H 16.04053 23.31964 14.43280 0.111
C 16.53532 11.76452 10.99673 -0.094
C 17.38652 12.76506 11.76276 0.355
O 16.84514 12.58490 13.13762 -0.329
C 15.66321 12.05686 13.05630 -0.066
O 14.94436 11.90222 13.97858 -0.263
O 15.39623 11.63333 11.83108 -0.079
H 17.03835 10.81025 10.87162 0.305
H 16.12528 12.16918 10.08217 -0.003
H 17.15723 13.83749 11.55213 -0.283
H 18.44993 12.58403 11.82399 0.226
C 13.43946 8.00733 11.43500 -0.356
C 12.45645 9.03398 12.10995 0.066
O 12.61538 8.67329 13.49809 -0.337
C 13.71439 7.96757 13.69440 0.710
O 14.11932 7.57436 14.73486 -0.562
O 14.37194 7.58325 12.53242 -0.393
H 13.99520 8.32207 10.58674 0.231
H 12.93402 7.09819 11.10498 0.324
H 11.48693 8.86576 11.75105 0.433
H 12.76135 10.06527 12.11982 -0.060
C 8.65192 17.31166 16.28497 -0.444
C 9.99702 16.84111 15.69822 -0.132
O 10.83148 18.04435 15.93568 0.303
C 10.02087 19.12387 16.09189 0.360
O 10.46030 20.26987 16.18800 -0.612
O 8.75347 18.79355 16.22078 -0.385
H 8.52434 17.03311 17.33987 0.194
H 7.80408 17.02467 15.68310 0.348
H 9.96339 16.63450 14.67063 0.342
H 10.43465 15.93730 16.19169 0.040
C 18.88097 17.73789 14.13748 0.541
C 19.22713 16.83520 15.26983 -0.149
O 19.29298 17.71429 16.37663 -0.449
C 18.55879 18.81914 16.10872 0.645
O 18.20298 19.56535 16.98103 -0.619
O 18.32387 18.85973 14.85570 -0.098
H 18.27679 17.23473 13.39157 -0.479
H 19.78210 18.12311 13.61898 0.454
H 20.20000 16.30680 15.17270 0.279
H 18.47067 16.11659 15.55040 0.147
C 12.04714 13.69046 12.47642 0.673
C 12.11138 13.20873 13.83911 1.361
O 10.68778 13.09933 14.21328 -0.500
C 9.94585 13.84690 13.36352 0.527
O 8.79145 14.03508 13.48538 -0.583
O 10.74737 14.21582 12.32128 -0.431
H 12.04182 12.96987 11.70658 0.382
H 12.71919 14.52140 12.23272 -0.412
H 12.50482 13.90400 14.52462 -0.314
H 12.59483 12.28903 13.99119 -0.666
C 21.54905 14.34454 10.12508 -0.279
C 21.22591 15.67775 9.44509 -0.406
O 20.60436 16.48686 10.46244 -0.315
C 20.33662 15.64379 11.51182 0.589
O 19.94845 16.04066 12.56816 -0.424
O 20.59843 14.35517 11.16832 -0.306
H 22.57532 14.22626 10.56454 0.227
H 21.33825 13.53156 9.47552 0.286
H 20.54874 15.43767 8.62703 0.272
H 22.02716 16.22574 9.00049 0.325
C 12.37867 20.95699 12.62710 0.126
C 11.18028 20.81454 11.66461 -0.478
O 11.41331 19.51162 11.01528 -0.447
C 12.52716 18.95060 11.53588 0.145
O 12.91848 17.84822 11.28966 -0.450
O 13.11341 19.74279 12.44256 0.453
H 11.95981 21.04705 13.64268 0.060
H 13.01892 21.82541 12.36252 0.046
H 11.04065 21.59839 10.90908 0.314
H 10.29720 20.74207 12.31707 0.296
C 11.64750 15.16652 20.24289 -0.460
C 11.53345 15.76440 18.87461 0.313
O 10.21007 15.19898 18.48052 -0.300
C 10.05664 13.98896 19.09943 0.550
O 9.28964 13.12977 18.89966 -0.524
O 11.00827 13.88450 20.04784 -0.399
H 11.02836 15.78208 20.91857 0.320
H 12.61851 15.05118 20.68094 0.251
H 12.23357 15.31918 18.17734 -0.043
H 11.51134 16.80759 18.87212 0.338
C 16.98342 16.43205 20.18970 -0.570
C 17.53057 16.98035 18.93744 -0.250
O 16.37972 17.12776 18.13784 0.491
C 15.25505 17.08494 18.85788 -0.313
O 14.13370 17.21816 18.36400 -0.466
O 15.57324 16.79032 20.15041 -0.407
H 17.59265 16.79829 21.02600 0.364
H 17.03730 15.29643 20.13254 0.252
H 18.07643 16.22916 18.40610 0.234
H 18.02941 17.94840 19.12966 0.264
C 13.69592 17.51937 15.10798 1.611
C 15.14483 17.89499 14.74301 1.531
O 15.62764 16.71328 14.05376 -0.396
C 14.59798 15.86054 13.84615 -0.336
O 14.69762 14.85617 13.23673 -0.138
O 13.48300 16.32827 14.37296 -0.067
H 12.98263 18.25847 14.79975 -0.070
H 13.67791 17.32853 16.18663 -0.849
H 15.71558 18.04727 15.66931 -0.327
H 15.33243 18.77999 14.11179 -0.796
C 15.73752 18.38347 9.68092 -0.438
C 16.21018 17.69145 10.94686 1.391
O 16.38878 16.33932 10.51355 0.065
C 15.76184 16.13901 9.33203 0.302
O 15.54363 15.03296 8.95606 -0.521
O 15.44000 17.29518 8.74384 -0.393
H 16.53629 18.94666 9.20110 0.334
H 14.95603 19.09803 9.77827 0.186
H 15.42564 17.73402 11.72583 -1.145
H 17.11962 18.15369 11.37268 0.087
C 13.18091 12.98689 7.27570 0.095
C 14.31158 12.19507 6.69095 -0.182
O 13.99534 10.90155 7.18315 -0.412
C 13.03656 10.84916 8.09802 0.783
O 12.66959 9.84585 8.62728 -0.590
O 12.64213 12.09156 8.24483 -0.360
H 12.39606 13.20838 6.58984 0.293
H 13.54658 13.85850 7.81930 -0.045
H 15.33821 12.47416 7.07962 0.154
H 14.37205 12.07797 5.61807 0.292

---

2.
119
Properties=species:S:1:pos:R:3:lowdin_spin:R:1 method="wB97M-V/def2-TZVPD" fmax_ev_per_a=1.2 charge=-2 homo_lumo_gap_ev="4.7 / 4.9" multiplicity=2 homo_ha="-0.0405 / -0.0468"
Rb 0.05089 0.26146 0.16431 0.017
O 4.02720 1.99137 2.36202 0.000
C 4.27527 1.08928 3.31973 0.000
C 5.48035 1.17792 4.02184 0.000
C 5.78358 0.26627 5.01402 0.000
C 4.88844 -0.75060 5.33125 0.000
C 3.69080 -0.84077 4.64371 0.000
C 3.35901 0.06594 3.63940 0.000
C 2.06742 -0.02717 2.88643 0.000
O 1.87885 0.72342 1.87508 0.000
N 1.27320 -0.99293 3.31264 0.000
N 0.05847 -1.12520 2.73962 0.001
C -0.35948 -2.33498 2.65859 0.000
C -1.63909 -2.71362 2.08864 0.000
C -2.02983 -4.05935 2.13597 0.000
C -3.20102 -4.45241 1.52363 0.000
C -3.96573 -3.49360 0.87164 0.000
C -3.51793 -2.18214 0.89707 0.000
N -2.40227 -1.78570 1.49228 0.000
H 3.17089 1.69097 1.93372 0.000
H 6.17026 1.96960 3.75598 0.000
H 6.72631 0.34084 5.54449 0.000
H 5.13081 -1.47216 6.10210 0.000
H 2.97566 -1.61936 4.86766 0.000
H 0.28336 -3.15082 2.99666 0.000
H -1.39760 -4.77844 2.64208 0.000
H -3.51571 -5.48849 1.53734 0.000
H -4.87481 -3.75772 0.34901 0.000
H -4.09089 -1.39992 0.40545 0.000
C -3.17755 0.26067 -2.73913 0.001
C -2.40746 1.09420 -3.76218 -0.001
Ge -0.41229 1.19676 -3.56833 0.017
C -0.01622 2.65879 -4.91180 0.013
C 1.47378 2.86271 -5.19707 0.002
C 0.25243 -0.36778 -4.57476 0.000
C 0.08851 -1.66408 -4.27112 0.000
Ge -0.19163 -1.91337 -2.24450 0.002
C -0.92400 -3.81464 -1.87755 0.001
C -0.61402 -5.06749 -2.69718 0.000
C 1.78063 -2.18870 -1.72328 0.000
C 2.70279 -3.09275 -2.53710 0.000
C 0.11196 -2.63863 -5.37925 0.000
C -0.70402 -2.41121 -6.49994 0.000
C -0.72336 -3.28967 -7.57237 0.000
C 0.07283 -4.42676 -7.56291 0.000
C 0.87874 -4.67444 -6.45923 0.000
C 0.88853 -3.80102 -5.38393 0.000
H -4.25435 0.26348 -2.95232 0.000
H -3.02728 0.66315 -1.73520 0.002
H -2.83319 -0.77380 -2.73706 0.000
H -2.75550 2.12792 -3.72734 0.001
H -2.60045 0.71188 -4.77140 0.000
H -0.44381 3.57884 -4.50268 0.001
H -0.54610 2.45824 -5.85196 0.001
H 2.02727 3.03440 -4.27114 0.001
H 1.65023 3.72129 -5.85513 0.000
H 1.90516 1.98040 -5.67810 0.000
H 0.53634 -0.08323 -5.59501 0.000
H -2.01395 -3.69105 -1.84183 0.000
H -0.62458 -3.98386 -0.83304 0.000
H -0.92360 -4.94493 -3.73590 0.000
H -1.13394 -5.95105 -2.30084 0.000
H 0.45416 -5.29803 -2.69290 0.000
H 1.75600 -2.54092 -0.68164 0.000
H 2.22491 -1.18523 -1.70455 0.000
H 2.33322 -4.12147 -2.55705 0.000
H 3.72039 -3.12162 -2.12599 0.000
H 2.77634 -2.73046 -3.56517 0.000
H -1.33523 -1.53166 -6.51036 0.000
H -1.36384 -3.08825 -8.42427 0.000
H 0.06076 -5.11245 -8.40245 0.000
H 1.50038 -5.56284 -6.43451 0.000
H 1.51210 -4.00980 -4.52648 0.000
C -4.14155 3.55523 3.81045 0.000
C -3.31717 3.13746 2.59717 0.000
C -4.19777 3.00292 1.35557 0.005
Sb -2.09920 1.27481 2.78240 0.005
C -0.50272 2.17937 4.00772 0.000
C -0.89909 2.71912 5.37752 0.000
C 0.20212 3.25321 3.18052 0.000
C -3.27838 0.44511 4.45404 0.001
C -4.61261 -0.08090 3.92973 0.000
C -2.51021 -0.65883 5.17433 0.000
H -4.61064 4.53174 3.63351 0.000
H -3.53629 3.63962 4.71441 0.000
H -4.94233 2.83830 4.01223 0.000
H -2.57034 3.91110 2.39831 0.000
H -4.89183 2.16057 1.44708 0.000
H -3.58567 2.84311 0.46542 0.007
H -4.79432 3.90949 1.19286 0.000
H 0.18618 1.34181 4.14770 0.000
H -1.49163 3.63111 5.27894 0.000
H -0.00051 2.97274 5.95270 0.000
H -1.47010 1.99026 5.95684 0.000
H -0.44166 4.12505 3.04078 0.000
H 0.48673 2.88215 2.19500 0.000
H 1.11521 3.58765 3.68562 0.000
H -3.46898 1.26616 5.15019 0.000
H -4.44867 -0.90589 3.23345 0.000
H -5.17697 0.69491 3.40678 0.000
H -5.23548 -0.45373 4.75285 0.000
H -2.33054 -1.49942 4.50202 0.000
H -3.08244 -1.02971 6.03451 0.000
H -1.53991 -0.31084 5.53660 0.000
S -1.37697 3.09881 -1.30465 0.393
C -0.05510 2.22569 -1.90022 0.331
O 1.81118 3.53549 -0.61765 0.028
B 1.34132 2.49547 -1.45655 0.122
O 2.46216 1.77847 -1.96547 0.036
C 3.56265 2.41462 -1.48722 -0.002
C 4.89169 2.15042 -1.73646 0.004
C 5.83190 2.97832 -1.12184 0.003
C 5.44043 4.02602 -0.30139 0.004
C 4.09311 4.29569 -0.06021 0.003
C 3.16738 3.47537 -0.66605 -0.001
H 5.17875 1.33459 -2.38691 0.000
H 6.88687 2.79225 -1.28455 0.000
H 6.19196 4.65150 0.16544 0.000
H 3.78192 5.11037 0.58011 0.000

---

3.
115
Properties=species:S:1:pos:R:3:mulliken_charge:R:1 method="wB97M-V/def2-TZVPD" fmax_ev_per_a=2.2 charge=+2 homo_lumo_gap_ev="6.3 / 5.7" multiplicity=1 homo_ha="-0.5013 / -0.5028"
W 0.05449 0.31712 -0.24317 0.542
C 3.30509 0.06662 -2.68797 -1.273
C 4.19189 -0.17578 -1.47527 0.467
C 4.70369 -1.61838 -1.44507 -1.640
C 3.51059 0.19742 -0.19877 -0.657
C 4.16419 0.34782 1.02713 -1.064
C 3.24489 0.85712 1.92493 -0.149
C 3.53069 1.20812 3.35053 0.331
C 2.49099 0.71682 4.36253 -1.294
C 3.75539 2.72112 3.46823 -1.529
N 2.08279 1.02932 1.24403 0.804
N 2.22749 0.57012 -0.05487 -0.141
B 0.74219 1.60212 1.54133 1.614
N 0.31469 2.69332 0.61153 0.731
N 0.42969 2.32272 -0.70547 0.006
C 0.03019 3.35492 -1.46627 -0.465
C -0.37391 4.39002 -0.61887 -1.203
C -0.21431 3.93882 0.68193 -0.105
C -0.68731 4.61542 1.92533 -0.037
C -1.93841 3.87672 2.42103 -1.149
C 0.38319 4.71772 3.00933 -1.342
C 0.08209 3.31332 -2.96287 0.652
C 0.20439 1.86132 -3.42837 -0.149
C -1.11611 4.02122 -3.59867 -1.506
N -1.61701 -0.01498 0.83173 1.705
N -1.99481 0.27812 -0.44987 -0.007
C -3.31951 0.12462 -0.55237 -0.214
C -3.80521 -0.24628 0.70433 -1.150
C -2.70381 -0.33458 1.55363 -0.777
C -2.71871 -0.73888 2.99573 0.848
C -3.73141 0.11172 3.77063 -1.455
C -1.34461 -0.64058 3.65083 -1.169
C -4.12591 0.28142 -1.80167 0.879
C -5.29171 1.24662 -1.56947 -1.564
C -3.25511 0.74102 -2.96417 -0.957
H 3.77669 -0.32218 -3.58667 0.550
H 3.14429 1.13332 -2.82467 0.423
H 2.34719 -0.44428 -2.55327 -0.292
H 5.06539 0.48572 -1.54527 0.712
H 3.87799 -2.31688 -1.53997 0.239
H 5.23059 -1.82658 -0.51877 0.409
H 5.38909 -1.78098 -2.27127 0.542
H 5.18999 0.11532 1.21953 0.664
H 4.48099 0.72032 3.58603 0.568
H 1.66759 1.41582 4.46663 0.139
H 2.96609 0.62922 5.33563 0.489
H 2.09449 -0.25948 4.09033 0.186
H 2.86609 3.26722 3.16453 0.243
H 4.58849 3.03022 2.84103 0.391
H 3.99059 2.97532 4.49793 0.446
H 0.38459 1.62312 2.64743 -0.390
H -0.74461 5.34962 -0.91387 0.510
H -0.97801 5.62932 1.63733 0.596
H -1.70591 2.84282 2.66843 -0.069
H -2.71271 3.88452 1.65593 0.424
H -2.32901 4.36602 3.30823 0.530
H 0.59959 3.74692 3.44373 0.090
H 0.03329 5.37242 3.80163 0.520
H 1.29709 5.14012 2.59863 0.384
H 0.98469 3.85732 -3.27327 0.383
H -0.56211 1.24062 -2.94837 -0.485
H 1.19139 1.47862 -3.18057 -0.337
H 0.07559 1.79322 -4.50507 0.698
H -2.04611 3.51642 -3.35297 0.217
H -1.00431 4.02172 -4.67887 0.489
H -1.18561 5.05372 -3.27027 0.456
H -4.82581 -0.44798 0.94933 0.514
H -3.05501 -1.78148 3.01883 0.178
H -3.51491 1.17032 3.64353 0.254
H -3.68071 -0.12628 4.82923 0.461
H -4.74471 -0.07838 3.43263 0.427
H -1.10431 0.39982 3.85313 0.089
H -0.57071 -1.07288 3.01473 -0.070
H -1.35041 -1.17168 4.59983 0.605
H -4.54241 -0.70738 -2.03057 0.334
H -4.92801 2.21542 -1.23567 0.313
H -5.98521 0.85962 -0.82937 0.402
H -5.83331 1.38522 -2.49987 0.480
H -2.78911 1.69092 -2.70957 -0.103
H -3.85921 0.88552 -3.85467 0.607
H -2.48401 0.00262 -3.19017 -0.010
C 0.11319 -3.76668 -5.42837 -0.654
C -0.20201 -4.56358 -4.33947 -0.801
C -0.18441 -4.03628 -3.06147 -0.400
C 0.14639 -2.69648 -2.84667 0.782
C 0.42469 -1.89978 -3.95637 0.231
C 0.41599 -2.42968 -5.23527 -0.941
Si 0.23179 -2.09368 -1.03577 0.904
C -1.32121 -2.83408 -0.14767 0.389
C -1.24101 -3.44418 1.10333 -0.362
C -2.32681 -4.12148 1.62973 -0.943
C -3.52661 -4.15928 0.93773 -0.649
C -3.63001 -3.52988 -0.29277 -1.045
C -2.53501 -2.87838 -0.83207 -0.161
C 1.69019 -2.84018 -0.04257 1.538
C 1.94789 -2.33998 1.23473 0.272
C 2.93509 -2.88968 2.02743 -0.938
C 3.69039 -3.95108 1.54663 -1.136
C 3.43259 -4.47138 0.28943 -0.596
C 2.43799 -3.91978 -0.50127 -1.163
H 0.10889 -4.18078 -6.42527 0.419
H -0.46301 -5.60018 -4.48667 0.468
H -0.43821 -4.66148 -2.21847 0.573
H 0.64459 -0.84878 -3.82607 0.164
H 0.64439 -1.79778 -6.08077 0.473
H -0.30901 -3.43208 1.64813 0.420
H -2.23561 -4.62968 2.57493 0.496
H -4.37181 -4.69028 1.34503 0.435
H -4.56111 -3.55778 -0.83427 0.529
H -2.60501 -2.43258 -1.81677 0.725
H 1.32929 -1.51338 1.61153 -0.574
H 3.11539 -2.50238 3.01863 0.482
H 4.47209 -4.37248 2.16013 0.441
H 4.01309 -5.30418 -0.07807 0.438
H 2.24039 -4.32648 -1.48377 0.392